The following is a quantum chemistry calculation of a cluster of 8 separate species, C25H34O24 in total in a non-equilibrium geometry, from the OMol25 dataset.

```
83
C25H34O24 ωB97M-V/def2-TZVPD
C -4.553 0.565 -2.440
C -4.077 -0.943 -2.780
O -4.516 -1.224 -4.133
C -4.858 0.092 -4.666
O -5.061 0.216 -5.859
O -4.880 1.016 -3.727
H -3.765 1.196 -2.031
H -5.389 0.629 -1.744
H -4.466 -1.741 -2.147
H -2.989 -0.991 -2.727
C -2.898 5.393 -2.460
C -3.993 5.272 -1.447
O -3.281 4.859 -0.282
C -2.023 4.908 -0.580
O -1.123 4.371 0.119
O -1.751 5.462 -1.762
H -3.055 6.253 -3.112
H -2.941 4.545 -3.144
H -4.828 4.663 -1.793
H -4.404 6.263 -1.250
C -3.549 -4.706 1.546
C -3.917 -5.515 0.343
O -3.015 -6.564 0.518
C -2.457 -6.681 1.672
O -1.730 -7.647 2.013
O -2.765 -5.606 2.281
H -4.446 -4.316 2.029
H -2.937 -3.885 1.174
H -3.866 -4.950 -0.587
H -4.963 -5.820 0.313
C 0.323 -4.518 -1.618
C 0.739 -4.261 -0.168
O 1.882 -3.529 -0.345
C 1.794 -2.857 -1.580
O 2.417 -1.867 -1.833
O 0.923 -3.518 -2.399
H -0.739 -4.301 -1.732
H 0.575 -5.535 -1.918
H 1.090 -5.005 0.547
H -0.069 -3.735 0.338
C -0.473 1.442 -0.368
C 0.697 0.807 0.371
O 0.221 -0.439 0.607
C -0.771 -0.777 -0.236
O -1.399 -1.735 -0.243
O -1.208 0.368 -0.829
H -0.234 2.233 -1.079
H -1.126 1.989 0.312
H 0.671 1.431 1.264
H 1.742 0.874 0.071
C 4.011 1.175 -2.128
C 5.363 1.857 -1.909
O 6.190 1.167 -2.877
C 5.399 0.560 -3.857
O 5.877 0.143 -4.898
O 4.179 0.599 -3.419
H 3.117 1.799 -2.125
H 3.722 0.437 -1.379
H 5.609 1.701 -0.859
H 5.430 2.944 -1.949
C 1.964 4.394 0.990
C 2.232 4.143 2.441
O 3.375 3.386 2.356
C 3.913 3.355 1.233
O 5.101 3.167 0.975
O 3.021 3.877 0.293
H 1.636 5.399 0.725
H 1.209 3.688 0.646
H 1.502 3.454 2.865
H 2.435 5.008 3.072
C 2.497 -1.656 2.905
C 2.531 -0.704 4.209
C 1.044 -0.462 4.652
O 0.875 -1.268 5.791
C 2.000 -1.538 6.275
O 2.206 -1.953 7.413
O 3.035 -1.331 5.414
H 2.054 -1.098 2.080
H 2.100 -2.665 3.012
H 3.540 -1.852 2.656
H 3.085 0.221 4.047
H 0.355 -0.675 3.835
H 0.833 0.545 5.012
```

Summary:
- energy relative to the best compared isomer or geometry (same formula, charge and spin) (eV) = 0.740
- multiplicity = 2
- M (g/mol) = 718.5
- HOMO level (spin up / spin down) (eV) = -12.08 / -12.08
- <S²> = 0.7710
- frontier orbital gap (spin up / spin down) (eV) = 8.7 / 1.7
- net charge = +1
- F_max (eV/Å) = 7.2